{"formula": "C4H10NP", "method": "ωB97M-V/def2-TZVPD", "spin_multiplicity": 3, "max_force_ev_per_a": 5.16, "relative_energy_kj_mol": 255.2, "homo_lumo_gap_ev": [5.721, 7.296], "e_tot_ev": -15083.07003, "elements": ["C", "C", "C", "C", "N", "P", "H", "H", "H", "H", "H", "H", "H", "H", "H", "H"], "coordinates": [[-0.411, 0.240, -0.408], [0.032, 1.696, -0.657], [-2.479, -1.033, 0.067], [2.402, -0.126, 0.757], [-1.657, 0.096, -0.309], [1.258, -0.833, -0.520], [0.562, -1.839, 0.277], [-0.782, 2.342, -0.541], [0.232, 1.765, -1.715], [0.909, 1.770, -0.042], [-2.539, -1.698, -0.903], [-2.064, -1.586, 0.840], [-3.439, -0.594, 0.193], [2.016, 0.504, 1.442], [3.257, 0.375, 0.339], [2.703, -1.078, 1.180]]}

***

{"formula": "C21H23FeN2", "method": "ωB97M-V/def2-TZVPD", "spin_multiplicity": 5, "max_force_ev_per_a": 3.83, "relative_energy_kj_mol": 453.1, "homo_lumo_gap_ev": [1.859, 8.501], "total_charge": -1, "e_tot_ev": -59507.67768, "elements": ["C", "C", "C", "C", "C", "N", "C", "C", "N", "C", "C", "H", "H", "H", "H", "H", "H", "H", "H", "H", "H", "C", "C", "C", "C", "C", "C", "C", "Fe", "C", "C", "C", "C", "C", "H", "H", "H", "H", "H", "H", "H", "H", "H", "H", "H", "H", "H"], "coordinates": [[-3.510, -1.818, -2.674], [-2.609, -2.852, -2.391], [-1.265, -2.587, -2.125], [-0.781, -1.254, -2.125], [0.638, -1.087, -1.861], [1.315, 0.121, -1.499], [2.772, -0.258, -1.454], [2.875, -1.529, -2.250], [1.490, -1.943, -2.385], [-1.678, -0.213, -2.545], [-3.041, -0.499, -2.744], [-4.558, -2.050, -2.873], [-2.936, -3.895, -2.373], [-0.569, -3.388, -1.864], [3.325, 0.540, -1.917], [3.143, -0.361, -0.434], [3.372, -1.394, -3.219], [3.425, -2.309, -1.734], [1.187, -2.779, -2.890], [-1.316, 0.811, -2.676], [-3.735, 0.320, -2.957], [-0.345, 1.845, -0.759], [0.970, 1.309, -0.504], [1.252, 1.244, 1.000], [1.270, 2.394, 1.879], [1.629, 1.932, 3.200], [1.902, 0.488, 3.108], [1.705, 0.088, 1.729], [0.079, 0.952, 2.531], [-1.592, 0.259, 1.778], [-1.781, 1.630, 2.226], [-1.468, 1.694, 3.628], [-1.060, 0.382, 4.062], [-1.132, -0.517, 2.922], [-0.388, 2.680, -1.466], [1.187, 0.530, -2.493], [-1.289, 1.403, -0.367], [1.811, 1.798, -0.989], [1.068, 3.411, 1.550], [1.720, 2.549, 4.100], [2.273, -0.161, 3.901], [1.946, -0.874, 1.268], [-1.813, -0.150, 0.802], [-2.148, 2.458, 1.621], [-1.598, 2.566, 4.271], [-0.832, 0.089, 5.084], [-0.911, -1.576, 2.912]]}

***

{"formula": "C4H5ClO", "method": "ωB97M-V/def2-TZVPD", "max_force_ev_per_a": 2.08, "smiles": "CC(=O)/C=C\\Cl", "relative_energy_kj_mol": 18.8, "homo_lumo_gap_ev": 10.298, "e_tot_ev": -18798.00432, "elements": ["C", "C", "O", "C", "C", "Cl", "H", "H", "H", "H", "H"], "coordinates": [[-1.271, -0.690, 0.437], [-0.765, 0.653, -0.056], [-1.502, 1.581, -0.171], [0.663, 0.868, -0.464], [1.742, 0.090, -0.400], [1.816, -1.640, -0.161], [-1.333, -1.454, -0.331], [-0.689, -1.173, 1.234], [-2.270, -0.657, 0.864], [0.851, 1.923, -0.532], [2.758, 0.499, -0.420]]}

***

{"formula": "C8H6Cl2N2O3RhTl", "method": "ωB97M-V/def2-TZVPD", "spin_multiplicity": 5, "max_force_ev_per_a": 6.92, "homo_lumo_gap_ev": [7.708, 4.197], "total_charge": 4, "e_tot_ev": -50210.12265, "elements": ["Tl", "Rh", "Cl", "Cl", "C", "C", "C", "O", "O", "O", "N", "C", "C", "C", "C", "C", "N", "H", "H", "H", "H", "H", "H"], "coordinates": [[0.633, 4.626, -2.839], [-0.151, -0.072, -0.389], [2.897, 6.007, -2.976], [-1.215, 1.663, -1.530], [-0.973, 0.126, 1.244], [1.074, 7.392, -3.836], [-1.695, 7.666, -4.048], [-1.498, 0.119, 2.289], [1.456, 8.416, -4.173], [-2.606, 8.297, -4.328], [0.443, -3.165, -0.551], [1.677, -2.559, -0.587], [2.928, -3.255, -0.501], [4.125, -2.551, -0.494], [4.056, -1.151, -0.422], [2.807, -0.535, -0.368], [1.649, -1.214, -0.530], [-0.383, -2.614, -0.800], [0.405, -4.140, -0.815], [2.963, -4.345, -0.466], [5.118, -3.028, -0.547], [4.950, -0.527, -0.368], [2.664, 0.525, -0.180]]}